Entry 1:
Molecular formula: C17H36NO2
Method: DFT, ωB97M-V/def2-TZVPD

net charge = +1
gap between HOMO and LUMO = 0.35309 Ha
E = -874.35900 a.u.

The geometry in XYZ format:
```
56
Properties=species:S:1:pos:R:3:forces:R:3:mulliken_charge:R:1
C -7.198869 -2.680098 0.476089 0.0 0.2 0.1 -1.2200
C -7.234186 -1.157292 0.528475 0.0 0.0 -0.2 -0.3276
C -6.851354 -0.498610 -0.797595 0.1 0.0 0.1 -0.7797
C -5.432365 -0.800087 -1.285646 0.0 0.0 0.1 -0.9661
C -4.312739 -0.417728 -0.315396 -0.1 0.2 -0.3 -0.3509
C -4.259373 1.079688 -0.020406 0.1 -0.2 0.3 -0.4045
C -3.126945 1.470129 0.930441 0.0 0.0 -0.4 -0.9199
C -1.735893 1.330675 0.313573 -0.1 0.2 0.4 -0.2979
C -0.658736 1.868332 1.253656 0.1 -0.3 -0.2 -1.0593
C 0.766101 1.651244 0.743301 -0.2 0.3 0.0 -0.2821
C 1.054004 2.421026 -0.546247 0.4 -0.4 0.1 -0.5019
C 2.537560 2.444820 -0.894926 -0.4 0.8 0.2 -0.7719
O 3.010155 1.112498 -1.189872 -0.1 -0.4 -0.4 -0.3083
C 3.736414 0.492007 -0.300598 0.4 -0.6 0.2 0.8322
O 4.123761 0.912909 0.756454 0.0 0.2 0.1 -0.5747
C 4.060964 -0.925087 -0.831496 -0.6 0.9 -0.5 -0.8124
N 4.905916 -1.755361 0.058733 -0.1 0.2 0.0 0.0129
C 6.213120 -1.105008 0.281025 0.9 0.6 0.3 -0.8486
C 5.122883 -3.064356 -0.587358 0.1 -0.8 -0.5 -0.8494
C 4.233982 -1.963217 1.357442 -0.5 0.0 1.0 -0.8643
H -6.185907 -3.045061 0.325024 0.1 -0.1 0.0 0.2844
H -7.573117 -3.097940 1.407947 0.0 -0.1 0.0 0.3908
H -7.821775 -3.046436 -0.336965 -0.1 -0.1 -0.1 0.2970
H -8.247467 -0.838022 0.783150 0.0 0.1 0.1 0.3806
H -6.575438 -0.803720 1.323711 0.0 0.1 0.1 0.2337
H -6.978607 0.581402 -0.701729 -0.1 0.0 -0.1 0.3089
H -7.548644 -0.837313 -1.567844 -0.1 0.1 0.0 0.4298
H -5.351046 -1.866599 -1.504824 0.0 0.0 -0.1 0.3808
H -5.277393 -0.264253 -2.225970 0.0 -0.1 -0.1 0.3847
H -3.365525 -0.733073 -0.760065 0.0 -0.1 0.1 0.2537
H -4.432366 -0.965029 0.621121 0.1 -0.1 0.1 0.2122
H -4.150819 1.629954 -0.958159 -0.1 0.1 -0.1 0.2720
H -5.202254 1.384788 0.434634 -0.1 0.1 -0.1 0.3185
H -3.186666 0.857886 1.833292 0.0 0.0 0.1 0.3511
H -3.267792 2.511301 1.229952 0.0 0.0 0.1 0.3957
H -1.531141 0.280088 0.097415 0.1 -0.1 -0.1 0.2491
H -1.714421 1.880017 -0.629140 0.0 0.0 -0.1 0.2897
H -0.757827 1.371396 2.221270 0.0 0.1 0.1 0.3798
H -0.820603 2.935444 1.416006 0.0 0.1 0.1 0.3304
H 1.467003 1.977778 1.515607 0.1 -0.1 0.0 0.4193
H 0.925832 0.581607 0.576599 0.1 -0.1 0.0 0.1104
H 0.732337 3.456393 -0.430524 0.0 0.1 -0.1 0.3396
H 0.502487 1.982474 -1.377978 -0.1 0.1 -0.1 0.3066
H 2.715210 3.020596 -1.804933 0.1 -0.1 0.1 0.3628
H 3.128600 2.852010 -0.070322 0.0 -0.1 -0.2 0.4205
H 4.556136 -0.802837 -1.798081 0.0 -0.2 0.1 0.3526
H 3.108160 -1.430931 -1.007319 0.2 -0.1 0.1 0.3873
H 6.838167 -1.736638 0.908882 -0.1 -0.1 0.0 0.4211
H 6.069594 -0.147338 0.778421 -0.1 -0.2 -0.1 0.3432
H 6.719599 -0.942487 -0.668578 -0.1 -0.1 -0.1 0.3818
H 5.741312 -3.694580 0.049420 0.0 0.2 0.1 0.3877
H 5.626767 -2.938202 -1.544180 0.0 0.2 0.0 0.3823
H 4.172745 -3.568476 -0.755942 -0.1 0.1 0.1 0.3886
H 4.085474 -1.005724 1.853892 0.1 -0.1 -0.2 0.3594
H 3.268316 -2.443099 1.209576 0.0 0.0 -0.2 0.3811
H 4.847467 -2.597653 1.993780 0.1 0.0 -0.2 0.4076
```
Positions in Å, forces in eV/Å.

Entry 2:
Molecular formula: C17H37BCrF4O9
Method: DFT, ωB97M-V/def2-TZVPD

spin multiplicity = 5
<S²> = 6.007
net charge = -2
gap between HOMO and LUMO (alpha / beta) = 0.16037 / 0.20595 Ha
E = -2816.07814 a.u.

The geometry in XYZ format:
```
69
Properties=species:S:1:pos:R:3:forces:R:3:mulliken_charge:R:1
Cr -0.604169 6.302663 -27.528240 1.8 -0.7 -1.9 0.0954
C 2.046555 7.180550 -30.873732 -1.0 0.1 -0.4 -1.4325
C 1.682448 7.879676 -29.519266 -0.6 -2.1 -0.8 0.8115
C 1.871133 9.386699 -29.770078 0.2 -0.1 1.3 -1.4865
O 0.439755 7.426061 -29.021835 0.6 1.1 -0.3 -0.1184
H 1.289151 7.350041 -31.639044 -0.6 0.2 0.0 0.3394
H 2.078462 6.093408 -30.801710 0.4 0.0 0.3 0.0984
H 2.931585 7.613247 -31.340212 0.6 -0.2 0.3 0.4147
H 2.500897 7.520379 -28.895450 0.2 0.3 0.7 0.1099
H 2.146396 9.837925 -28.816800 -0.9 0.4 0.4 0.2270
H 0.981397 9.822776 -30.224286 0.1 0.2 0.0 0.2715
H 2.788254 9.638938 -30.302409 -0.1 -0.4 -0.8 0.4892
C 0.038430 2.420581 -27.398069 -0.9 0.0 0.8 -1.3354
C 1.077600 3.433290 -27.861077 -0.2 2.5 0.0 0.6034
C 1.190815 3.440737 -29.428115 0.0 0.2 1.3 -1.3808
O 0.969732 4.769454 -27.265878 -0.8 -2.2 -1.1 -0.5805
H 0.043795 1.476407 -27.942694 0.4 -0.2 -0.1 0.4283
H -1.009670 2.719482 -27.382204 -0.1 0.6 -0.5 0.0774
H 0.203205 2.218636 -26.339692 0.3 -0.3 0.2 0.3242
H 1.995121 2.984675 -27.480294 0.7 0.0 0.0 0.1821
H 0.339682 3.964020 -29.863842 -0.1 -0.1 0.0 0.2045
H 1.248216 2.404291 -29.760650 -0.1 -0.2 -0.3 0.5222
H 2.104237 3.947928 -29.738801 0.0 0.1 0.1 0.2091
C -3.805140 4.164085 -27.569357 -1.4 0.0 -1.4 -1.0068
C -3.058074 4.403857 -28.900989 3.3 0.4 0.6 1.3597
C -3.829872 4.069279 -30.232767 -0.4 -0.4 0.7 -1.8061
O -2.336615 5.602672 -28.839318 -1.4 0.2 -0.2 -0.7747
H -4.327431 3.208559 -27.617206 -0.3 -0.3 0.1 0.4605
H -4.555513 4.953586 -27.611066 -0.4 0.0 0.6 0.2343
H -3.279411 4.193551 -26.614985 0.5 0.3 -0.5 -0.1519
H -2.252879 3.669586 -28.876280 0.1 -1.0 -0.3 -0.3964
H -4.909896 4.182199 -30.138425 -0.3 0.5 -0.1 0.3370
H -3.734737 3.014350 -30.490007 0.2 -0.5 0.4 0.4280
H -3.478421 4.524118 -31.158887 0.2 0.8 0.5 0.3633
B 1.404759 8.113214 -25.020741 -0.1 -0.4 -1.5 0.2923
F 1.967738 7.165214 -24.249947 0.8 -1.4 2.8 -0.3420
F 2.457202 8.639626 -25.732538 0.5 1.8 -0.6 -0.3718
F 0.644301 7.349675 -25.959344 -0.8 0.9 0.3 0.3543
F 0.646910 9.045217 -24.280822 0.1 -0.2 -0.4 -0.4093
C 1.285968 4.645666 -22.719346 0.4 0.9 1.9 -1.6735
C 0.417978 4.747146 -23.918279 1.8 -1.0 -1.2 0.8091
O -0.869277 5.182377 -23.493311 -2.0 0.3 -1.4 -0.3286
C -1.752684 5.588868 -24.453389 1.0 1.0 -1.5 0.1954
O -1.547567 5.725249 -25.672263 -1.2 -1.2 4.5 0.8184
O -2.966021 5.961522 -23.895864 0.8 0.4 -1.1 -0.2585
C -3.183384 5.994804 -22.490770 0.4 -1.9 0.5 -0.8247
H 1.092878 3.859983 -21.988917 -0.5 -0.6 -0.4 0.4010
H 1.114933 5.535401 -22.113354 0.3 0.4 -0.1 0.3762
H 2.357173 4.596187 -22.914683 -0.2 0.1 -0.5 0.3624
H 0.453754 3.765192 -24.390072 -1.1 -0.1 -0.2 -0.1881
H 0.885629 5.377405 -24.674713 -0.5 0.4 0.2 0.0276
H -4.048407 6.555377 -22.136392 0.3 0.9 -0.9 0.2826
H -2.269890 6.187475 -21.928189 -0.2 0.4 -0.1 0.2828
H -3.510152 4.987423 -22.232865 0.3 -0.4 0.3 0.3182
C -0.773567 11.961725 -27.389392 0.0 1.0 -0.1 -1.4066
C -0.975969 10.531048 -27.801635 0.7 -1.3 0.5 0.8140
O -2.352885 10.204491 -27.619651 -1.7 -1.2 0.6 -0.4006
C -2.704488 8.949245 -27.169011 2.5 -1.0 -1.0 0.6085
O -1.918111 8.010262 -26.983575 -2.3 2.8 -0.1 -0.3671
O -4.025035 8.917847 -27.067293 -0.5 0.4 0.5 -0.4372
C -4.688415 7.680776 -26.725134 1.0 -0.8 -0.7 -0.0848
H -1.208327 12.702286 -28.060689 -0.5 -0.2 -0.4 0.3392
H 0.262744 12.298676 -27.364604 0.3 -0.6 0.2 0.3631
H -1.224043 12.166314 -26.418152 0.1 -0.2 0.1 0.3343
H -0.441472 9.815570 -27.176729 0.5 0.3 0.1 -0.3566
H -0.669365 10.263795 -28.812906 -0.2 0.3 -0.1 0.0749
H -5.761129 7.802324 -26.875489 0.2 0.4 0.2 0.3171
H -4.429599 7.293212 -25.739780 0.0 0.5 0.2 0.0898
H -4.325857 6.921569 -27.418137 0.0 0.0 -0.1 -0.1329
```
Positions in Å, forces in eV/Å.

Entry 3:
Molecular formula: C17H37BNO4P2W
Method: DFT, ωB97M-V/def2-TZVPD

spin multiplicity = 3
<S²> = 2.015
net charge = +1
gap between HOMO and LUMO (alpha / beta) = 0.22211 / 0.22171 Ha
E = -1800.07074 a.u.

The geometry in XYZ format:
```
63
Properties=species:S:1:pos:R:3:forces:R:3:mulliken_charge:R:1
C -1.743916 -4.280893 -2.218634 -0.5 -1.1 -0.4 -1.0451
C -0.984915 -3.237591 -1.664660 0.0 2.5 -0.6 1.4316
N -1.660552 -2.346037 -0.820139 0.7 0.5 0.7 -0.2558
C -2.836609 -2.712623 -0.263009 -0.5 -1.1 0.3 0.5694
C -3.469990 -3.887280 -0.630054 0.1 0.9 0.3 -0.8180
C -2.968703 -4.644660 -1.689229 2.0 0.7 0.0 -0.5280
C 0.294839 -2.832218 -2.073037 0.3 -0.7 -0.4 -2.0863
P 1.193470 -1.702472 -1.035688 0.0 -1.2 -0.9 1.2910
W -0.699077 -0.375980 -0.514017 2.0 -1.6 -0.5 0.5121
P -2.541262 -0.176833 0.871534 -3.1 0.6 1.3 1.0554
C -3.319642 -1.865350 0.877297 -0.1 0.3 0.4 -1.2010
O 0.102435 -1.239703 -4.916475 -0.8 0.7 -0.6 -0.7206
O 0.172681 1.429433 -3.441728 0.3 3.5 3.0 -0.6171
H -1.318268 -4.784112 -3.082782 -0.1 -0.2 0.3 0.4435
H -4.334698 -4.227415 -0.111915 -0.6 0.1 0.3 0.5193
H -3.432939 -5.552704 -1.994784 -0.5 -0.3 -0.4 0.4531
C 2.055588 -2.855014 0.078771 0.2 0.2 0.2 -1.3411
C 2.496516 -0.776426 -1.896086 0.4 -0.3 -0.3 -1.0931
H -4.407787 -1.771084 0.897305 0.0 0.0 -0.1 0.5623
H -3.046499 -2.323645 1.838008 0.1 -0.1 -0.2 0.4187
H 0.144817 -1.854634 -4.186068 0.0 -0.5 0.7 0.3559
H 0.814296 -3.531357 -2.728305 0.1 0.1 0.0 0.5640
C -2.605999 0.392658 2.602579 0.2 0.1 0.5 -1.1644
C -3.883040 0.815878 0.085243 0.0 0.3 -0.2 -1.4901
H -0.441679 0.949298 -1.991943 0.2 -0.5 0.0 0.2210
H 1.104187 1.590416 -3.265357 0.0 0.0 -0.3 0.3230
H 0.075150 0.780048 -4.051711 -0.1 -3.5 -3.3 0.3628
H -0.822725 -1.288242 -5.229541 0.7 -0.1 0.1 0.3172
H 0.481544 -0.237884 0.870797 -0.8 -0.6 -0.7 -0.2005
H -0.641985 1.249756 -1.266006 -0.3 1.2 1.2 0.0353
H 2.700335 -3.433793 -0.607214 0.0 0.2 0.5 0.4354
H 2.623696 -2.352111 0.881104 -0.1 -0.4 -0.4 0.3297
H 1.304601 -3.545287 0.500527 0.3 0.4 -0.1 0.3386
H 3.094943 -1.544770 -2.407329 0.2 0.5 0.0 0.5328
H 2.092616 -0.063769 -2.631494 0.1 -0.5 0.3 0.0797
H 3.115861 -0.210665 -1.178892 -0.3 -0.4 -0.2 0.2689
H -4.807925 0.847374 0.678964 0.3 -0.1 0.0 0.4452
H -3.520661 1.845400 -0.052033 -0.1 -0.3 0.0 0.3765
H -4.123604 0.395191 -0.901808 0.1 0.1 0.2 0.3797
H -3.629712 0.608339 2.957987 0.3 -0.2 -0.4 0.4686
H -2.175753 -0.368400 3.268559 0.0 0.2 -0.2 0.4063
H -2.007631 1.308790 2.702745 -0.1 -0.3 -0.1 0.2310
C 2.545868 1.249360 2.919846 0.1 -0.2 0.1 -1.7344
C 1.555246 2.284149 2.363016 1.1 0.5 0.0 1.3321
C 1.312264 3.334622 3.423097 0.0 0.2 -0.1 -1.9229
O 0.316214 1.636947 2.060902 0.4 -1.1 -1.9 -0.4402
B 0.559358 1.093712 0.760031 -0.2 2.2 0.3 0.6143
O 1.641712 1.748678 0.076670 -1.8 -1.6 0.8 -0.2560
C 2.007611 2.820243 0.942157 0.2 1.0 0.8 1.4211
C 1.226694 4.083621 0.550104 -0.1 0.1 0.0 -1.8204
C 3.492991 3.089527 0.776077 0.2 0.0 0.2 -1.8625
H 3.463847 1.746924 3.259671 -0.2 -0.1 -0.1 0.4176
H 2.834728 0.469913 2.194627 -0.2 0.3 0.1 0.1690
H 2.109085 0.747820 3.795198 0.0 0.2 -0.3 0.4287
H 0.963610 2.836504 4.331755 0.0 0.1 -0.1 0.4754
H 2.244157 3.858877 3.659540 -0.2 0.0 0.0 0.3611
H 0.561468 4.056169 3.095045 0.1 -0.1 0.1 0.3954
H 1.571276 4.945340 1.141711 -0.1 -0.3 -0.2 0.4019
H 1.405953 4.322655 -0.508150 0.0 -0.2 0.3 0.4437
H 0.141145 3.967646 0.700570 0.4 0.0 0.0 0.2379
H 4.101266 2.201106 0.987463 -0.2 0.2 -0.1 0.3635
H 3.705793 3.422073 -0.249093 -0.1 -0.1 0.3 0.4341
H 3.797712 3.894489 1.458278 0.0 -0.2 -0.1 0.3738
```
Positions in Å, forces in eV/Å.